[1]
65
Properties=species:S:1:pos:R:3:forces:R:3 method="wB97M-V/def2-TZVPD" homo_ev=-10.5 gap_ev=5.8 de_lowest_kcal_mol=0.0 total_charge=+1 mol_weight_g_mol=321.50 largest_force_ev_per_a=0.264
C 7.9844 -2.7912 2.2090 0.04 -0.03 -0.04
C 8.1564 -1.3572 1.6868 0.12 0.04 -0.02
C 8.4984 -1.2955 0.1809 0.06 0.15 0.06
C 7.7404 -0.2838 -0.6921 0.02 0.06 0.12
C 6.2266 -0.3131 -0.5015 -0.09 0.02 0.02
C 5.4868 0.4400 -1.6076 0.00 0.09 0.04
C 3.9657 0.2244 -1.5766 -0.01 -0.03 0.04
C 3.1727 1.2826 -0.7838 0.09 0.01 0.14
C 2.4318 0.7213 0.4326 -0.04 -0.01 0.02
C 1.3967 1.6838 1.0234 0.07 -0.06 0.00
C 0.1328 1.8379 0.1679 0.00 -0.05 -0.03
C -0.9692 0.8232 0.4938 0.06 -0.08 -0.08
C -2.3575 1.3058 0.0911 0.03 0.02 -0.05
C -3.4481 0.2613 0.3007 -0.03 -0.06 0.03
C -4.8666 0.8300 0.1710 -0.04 0.03 0.02
C -5.8474 -0.1369 -0.4839 -0.01 -0.04 0.03
C -7.2360 0.4660 -0.7018 0.04 0.07 0.06
C -8.1950 0.1171 0.4277 0.08 -0.03 0.14
O -8.3780 -1.2776 0.4807 -0.06 -0.06 -0.25
C -9.6062 -1.7193 1.0176 0.07 0.09 0.13
O -7.6814 0.0438 -1.9780 -0.01 -0.17 0.06
C -9.0133 0.3772 -2.2846 0.00 0.15 -0.03
H 8.9159 -3.2089 2.6101 0.03 -0.01 -0.05
H 7.6037 -3.4660 1.4338 -0.07 0.04 0.02
H 7.2655 -2.8455 3.0248 0.08 0.02 0.05
H 8.9535 -0.8673 2.2485 -0.10 0.08 0.04
H 7.2617 -0.7697 1.8748 -0.09 -0.12 -0.06
H 9.5727 -1.0378 0.0740 0.00 -0.15 -0.18
H 8.2773 -2.2887 -0.2627 -0.18 0.10 -0.13
H 8.1359 0.7165 -0.4985 -0.08 0.01 0.02
H 7.9658 -0.5039 -1.7391 0.06 0.02 0.02
H 5.8720 -1.3513 -0.4701 0.05 0.00 -0.07
H 5.9551 0.1296 0.4609 -0.01 -0.05 0.01
H 5.6979 1.5081 -1.4961 0.04 -0.01 -0.11
H 5.8979 0.1534 -2.5798 -0.04 -0.12 0.03
H 3.7628 -0.7595 -1.1399 0.01 -0.02 -0.07
H 3.5942 0.1706 -2.6010 0.00 0.06 0.02
H 2.4620 1.7888 -1.4388 0.00 -0.05 -0.04
H 3.8602 2.0641 -0.4413 -0.06 0.02 0.01
H 3.1633 0.4658 1.2086 0.00 -0.05 -0.05
H 1.9390 -0.2192 0.1598 -0.03 0.05 -0.02
H 1.8688 2.6573 1.1899 0.01 -0.02 -0.07
H 1.1088 1.3148 2.0118 -0.01 0.08 0.01
H -0.2742 2.8475 0.2694 0.02 -0.01 0.12
H 0.3990 1.7353 -0.8889 -0.06 0.09 -0.02
H -0.9642 0.5994 1.5660 -0.02 0.06 0.00
H -0.7634 -0.1265 -0.0136 0.02 -0.01 0.06
H -2.3436 1.6043 -0.9637 -0.04 0.03 0.02
H -2.5981 2.2113 0.6599 0.00 -0.03 0.02
H -3.3149 -0.1977 1.2859 -0.05 -0.02 -0.02
H -3.3199 -0.5483 -0.4256 0.06 0.03 -0.01
H -5.2369 1.1099 1.1632 0.01 0.07 -0.03
H -4.8395 1.7566 -0.4133 0.03 -0.04 -0.04
H -5.9366 -1.0432 0.1203 0.00 -0.03 -0.06
H -5.4677 -0.4478 -1.4600 0.01 0.08 0.00
H -7.1559 1.5672 -0.6998 -0.02 -0.01 -0.04
H -7.7530 0.4950 1.3613 -0.04 0.00 0.03
H -9.1589 0.6220 0.2994 0.04 0.03 -0.03
H -9.4865 -2.0187 2.0629 -0.04 0.02 0.02
H -10.3682 -0.9351 0.9686 -0.03 -0.04 -0.04
H -9.9471 -2.5776 0.4391 0.03 -0.02 0.02
H -9.7307 -0.2147 -1.7072 0.01 -0.02 -0.03
H -9.1530 0.1719 -3.3439 -0.03 -0.03 0.02
H -9.2142 1.4424 -2.1067 0.01 -0.02 -0.01
Li 9.8995 -2.9445 0.1236 0.09 -0.14 0.20



[2]
93
Properties=species:S:1:pos:R:3:forces:R:3 method="wB97M-V/def2-TZVPD" homo_ev=-8.4 gap_ev=6.6 total_charge=0 mol_weight_g_mol=929.37 largest_force_ev_per_a=5.078
C -5.0848 1.6464 1.6479 -0.82 -0.81 0.38
C -4.1608 0.9220 2.7445 -0.48 -1.18 -0.90
O -2.8381 1.4847 2.9091 -1.18 0.70 -0.61
C -2.8541 2.9308 2.9955 1.70 0.59 0.43
C -1.3400 3.3626 3.3932 0.02 -0.74 0.23
O -0.7808 4.1655 2.3230 0.54 -0.59 1.14
C 0.6501 4.2908 2.4313 0.94 0.84 -1.66
C 1.1922 4.4082 0.9040 -0.03 0.37 1.81
O 1.5989 3.0687 0.5521 -1.47 0.80 -1.98
C 1.5240 2.8828 -0.9024 1.05 1.28 0.03
C 1.3522 1.3214 -1.2129 1.66 1.12 -0.75
S 2.7839 0.6639 -0.1248 0.17 -0.83 0.10
C 1.8388 0.7760 -2.6446 -0.67 -2.03 -0.44
P 3.5420 1.5096 -3.0446 0.26 0.72 0.79
P 5.0523 -0.0915 -2.7974 3.99 -2.12 2.33
O 6.1512 0.3245 -1.7940 -3.41 -0.46 -3.22
O 4.3595 -1.5328 -2.1457 0.47 1.53 -2.23
O 5.7097 -0.5593 -4.3208 -1.74 -0.33 2.30
C 0.7396 0.7310 -3.8200 1.77 2.82 -0.34
C 1.4301 0.4923 -5.2668 -0.33 -0.79 -0.58
C 2.6067 -0.5676 -5.3757 1.34 0.51 -3.41
O 3.2359 -0.6141 -6.4678 -2.27 -0.11 4.30
B 0.2356 2.2822 -4.1173 -1.42 2.78 -0.79
O -1.0062 2.6684 -4.6916 1.98 -0.94 1.14
O 1.1397 3.4333 -3.9619 -0.30 -2.67 -0.90
N -0.3230 -0.2534 -3.4380 -0.11 -2.91 -1.60
C -0.0023 -1.7121 -3.8151 0.91 -2.40 0.24
O -1.4536 -0.1316 -4.2568 -0.71 0.82 -1.60
C -0.8854 -0.1428 -2.0060 -2.55 1.35 1.51
Br -2.5918 1.0265 -2.3263 -0.94 -0.85 -1.55
C -1.7693 -1.3825 -1.4912 -1.81 -0.11 -0.29
S -1.1196 -3.0225 -1.0686 0.57 -0.88 0.19
C -1.8318 -3.6827 0.5410 -0.34 -0.24 0.88
C -1.2957 -5.2164 0.6339 0.29 0.61 -0.60
C -0.0693 0.6747 -0.8842 -0.42 0.25 1.76
S -1.2201 2.0901 -0.3080 1.71 0.91 1.72
B 0.1451 -0.0752 0.5929 0.91 -1.25 2.99
O -0.0837 0.6763 1.8377 -0.80 -1.65 -2.53
O 0.6182 -1.3933 0.7975 -0.96 2.79 -0.83
C 0.8861 -1.7811 2.1575 1.63 -2.32 1.97
C 2.2716 -1.1972 2.7767 -1.53 0.82 0.19
H -4.5253 2.3080 0.9113 -0.73 -0.73 1.15
H -5.6136 0.8340 1.0196 0.85 1.24 1.00
H -5.9229 2.1900 2.2149 1.36 -0.36 -1.19
H -4.7095 0.8265 3.7417 0.78 0.40 -1.20
H -4.0016 -0.1597 2.3702 0.00 1.66 0.77
H -3.0404 3.4495 1.9805 -0.03 -0.85 1.59
H -3.6025 3.2374 3.7992 0.88 -0.19 -1.14
H -0.6664 2.4317 3.4845 -1.35 1.16 -0.04
H -1.2870 3.9160 4.3924 -0.25 -0.56 -1.31
H 0.9473 5.2708 2.9566 -0.53 -1.52 -0.37
H 1.1749 3.3750 2.8745 -0.94 1.25 -0.36
H 2.1063 5.1143 0.8430 -1.39 -0.99 0.04
H 0.3226 4.8260 0.2943 1.16 -0.73 0.55
H 2.5506 3.3158 -1.2256 -1.55 -1.26 -0.27
H 0.7783 3.5813 -1.4071 0.49 -1.14 0.86
H 3.8284 1.5775 -0.2068 -1.33 -0.15 -0.19
H 2.0679 -0.3462 -2.4474 -0.27 1.72 -0.11
H 3.6700 1.8762 -4.4252 -0.34 -0.84 0.24
H 4.5282 -2.2991 -2.7364 -0.11 0.49 0.62
H 5.4972 -1.5131 -4.4721 0.40 1.09 -0.13
H 0.6431 0.1785 -6.0555 1.15 0.48 1.21
H 1.8740 1.4626 -5.7102 -0.83 -1.51 0.90
H 2.8483 -1.2554 -4.4980 -0.30 0.72 -0.93
H -1.0621 3.6397 -4.8011 0.27 -0.68 0.08
H 1.9050 3.3137 -4.5716 -0.55 0.41 0.88
H -0.9644 -2.3533 -3.8325 1.54 1.35 0.87
H 0.7946 -2.1540 -3.1314 -1.19 0.59 -0.74
H 0.3264 -1.8570 -4.8941 -0.05 1.02 1.30
H -1.2308 -0.3810 -5.1814 0.36 0.10 0.56
H -2.5510 -1.5852 -2.3205 1.31 0.62 1.32
H -2.4067 -0.9976 -0.6072 1.29 -0.38 -1.36
H -2.9730 -3.6275 0.4760 1.66 -0.11 0.19
H -1.4545 -3.0963 1.4587 -0.55 -0.81 -1.58
H -0.2761 -5.2171 0.0926 -1.39 -0.23 1.16
H -1.9569 -5.9461 0.0625 0.70 1.11 0.78
H -1.1945 -5.5603 1.7244 -0.10 0.72 -1.69
H -2.1652 1.5469 0.5675 1.20 -0.09 -0.77
H -0.9328 0.2942 2.1725 0.77 0.63 0.36
H 0.0058 -1.6723 2.8908 1.31 0.34 -1.29
H 1.0738 -2.9233 2.1306 -0.51 1.78 -0.18
H 2.2265 -1.4288 3.8997 0.27 0.05 -1.74
H 2.2444 -0.0461 2.6948 0.27 -1.83 0.02
H 3.1923 -1.6384 2.2692 -1.33 0.60 0.73
N -0.4247 -4.5094 6.4548 0.07 0.41 -0.84
S -1.9267 -4.4839 6.9316 -3.46 -0.53 2.33
O -2.8929 -5.1655 6.1003 1.18 0.64 -0.08
O -2.3886 -3.2928 7.6051 0.90 -0.41 -0.96
F -1.8212 -5.4998 8.1611 0.80 0.07 -0.38
S -0.2047 -3.6403 5.1665 1.47 1.16 -1.74
O 1.0611 -3.8904 4.5098 -0.69 -0.26 1.18
O -0.5932 -2.2479 5.2107 -0.08 -0.94 0.40
F -1.2303 -4.2547 4.1071 -0.22 -0.10 -0.09



[3]
78
Properties=species:S:1:pos:R:3:forces:R:3 method="wB97M-V/def2-TZVPD" homo_ev=-11.5 gap_ev=8.5 de_lowest_kcal_mol=20.9 smiles="COCCCCCCCC[C@]1([C@H](C)F)[C@@H](PP(=O)(O)O)CC[C@](CB(O)O)([C@@H](C)F)[N@H+]1S(C)(=O)=O" total_charge=+1 mol_weight_g_mol=568.39 largest_force_ev_per_a=5.085
C -6.5015 -0.0097 -0.9898 0.46 -0.48 0.01
O -6.2269 -0.5357 0.2961 -0.65 0.13 -0.17
C -6.6268 0.3154 1.3542 0.52 0.23 0.52
C -5.4212 0.9716 2.0708 0.07 -0.20 -0.63
C -4.0554 0.4577 1.6085 -0.27 0.12 0.97
C -2.9520 1.0966 2.4867 0.08 -0.05 -0.62
C -1.7226 1.6063 1.6837 -0.17 -1.29 0.52
C -0.4704 0.8583 2.1714 -0.06 0.49 0.03
C 0.8844 1.5433 1.9400 -0.34 -0.17 0.07
C 1.2997 2.0912 0.5581 0.31 -0.14 1.33
C 1.8127 1.0985 -0.5084 -1.79 1.86 -0.94
C 2.4920 1.9151 -1.6332 1.08 0.63 -0.88
C 2.1306 3.3928 -1.7951 0.19 -0.22 0.38
F 2.3214 1.3176 -2.8914 -0.27 -0.38 0.23
C 0.5439 0.4160 -1.0882 -0.65 -1.29 -0.24
P -0.5635 1.5270 -2.1110 0.41 0.87 -0.81
P -2.1670 0.2261 -2.7803 0.03 0.41 0.33
O -1.8117 -0.3750 -4.0551 0.36 -0.90 -0.77
O -3.3760 1.2376 -2.9584 -0.35 0.09 0.40
O -2.5549 -0.8515 -1.6562 -0.05 0.05 -0.17
C 0.7987 -0.7920 -2.0407 0.84 0.82 -0.23
C 2.1891 -1.3889 -1.8111 -0.83 0.56 -0.02
C 2.6110 -1.3607 -0.3523 0.71 -2.48 -0.17
C 3.9432 -2.1345 -0.2745 0.38 0.03 -0.42
B 3.8734 -3.6907 -0.6385 -0.45 -0.57 0.04
O 3.3574 -4.6433 0.2223 0.61 0.18 0.38
O 4.3322 -4.1188 -1.8489 -0.64 0.88 -0.75
C 1.6413 -2.0657 0.6199 -1.22 0.88 0.02
C 0.7852 -3.1899 0.0770 0.04 -0.43 -0.08
F 2.3357 -2.4158 1.7748 0.30 -0.06 0.08
N 2.7362 0.0923 0.1450 -0.22 -1.23 0.82
S 4.3652 0.7033 0.5358 3.59 3.60 0.19
C 4.8814 0.0457 2.1412 -0.73 -1.50 -0.76
O 5.3145 0.5568 -0.5134 -0.43 -2.18 -0.49
O 4.2319 2.0992 0.8196 -1.79 0.16 0.74
H -7.4421 0.5341 -1.0316 -0.05 0.21 0.10
H -6.5880 -0.8476 -1.6786 0.04 -0.13 -0.03
H -5.6608 0.6061 -1.3154 -0.10 0.33 -0.14
H -7.1904 -0.2731 2.0729 -0.06 -0.25 0.01
H -7.2896 1.1094 1.0156 -0.16 -0.05 -0.27
H -5.4391 2.0493 1.9252 -0.07 0.20 0.08
H -5.4821 0.7760 3.1374 -0.12 0.12 0.21
H -3.8792 0.5988 0.5479 -0.08 0.19 -0.18
H -4.0539 -0.6138 1.7870 0.12 -0.24 -0.24
H -3.3533 1.8958 3.1045 -0.11 0.14 -0.02
H -2.6388 0.3167 3.1740 0.21 0.02 0.26
H -1.9080 1.2690 0.6727 0.09 0.51 -0.54
H -1.6271 2.6867 1.7346 0.11 0.14 -0.08
H -0.5291 -0.1607 1.7925 0.09 -0.16 -0.14
H -0.5716 0.7499 3.2483 0.18 -0.02 0.22
H 1.6472 0.9174 2.4273 0.23 0.03 -0.11
H 0.8550 2.4175 2.5846 0.13 0.22 0.08
H 0.4625 2.6669 0.1934 -0.31 -0.19 -0.45
H 2.0403 2.8482 0.7754 0.37 -0.04 -0.15
H 3.5737 1.9470 -1.5524 0.13 -0.31 0.46
H 1.0894 3.6546 -1.6667 -0.14 0.01 -0.04
H 2.7465 3.9709 -1.1126 -0.10 0.13 0.22
H 2.4522 3.6703 -2.7897 -0.06 0.00 -0.27
H -0.0807 0.0125 -0.2995 0.15 0.18 0.55
H -1.2179 2.4750 -1.2886 -0.12 -0.56 0.44
H -3.8692 0.9971 -3.7618 0.11 0.23 0.08
H -2.9017 -1.6287 -2.1322 0.02 0.02 0.34
H 0.7502 -0.4621 -3.0756 -0.02 -0.03 -0.14
H 0.0215 -1.5341 -1.9313 -0.15 -0.14 0.25
H 2.9623 -0.8770 -2.3753 -0.03 0.26 -0.15
H 2.1563 -2.3906 -2.2214 0.34 -0.31 0.31
H 4.4199 -2.0977 0.7034 0.00 0.29 0.03
H 4.5753 -1.7269 -1.0566 0.43 0.20 0.22
H 4.0167 -4.8564 0.9035 -0.58 -0.12 0.03
H 3.6621 -4.6004 -2.3567 0.60 -0.51 0.21
H 0.9152 -1.3386 0.9899 0.05 0.22 0.01
H 1.1319 -3.6468 -0.8433 0.19 -0.06 -0.03
H -0.2248 -2.8363 -0.0980 -0.12 0.20 -0.09
H 0.7010 -3.9771 0.8149 0.16 -0.11 0.21
H 2.3945 -0.0208 1.1153 -0.29 0.42 -0.18
H 3.9817 -0.2628 2.6685 0.04 0.15 0.37
H 5.4546 0.8150 2.6370 -0.23 0.50 -0.15
H 5.5061 -0.8290 2.0028 0.05 -0.12 -0.17